# 1
One molecule with the formula C6H12O, computed with ωB97M-V/def2-TZVPD.

```
19
C6H12O, DFT ωB97M-V/def2-TZVPD
C 0.69830 -1.44320 1.47803
C 1.01266 -0.20727 0.62397
C 1.04348 -0.49973 -0.88726
O 0.63332 0.69198 -1.52103
C -0.44004 1.21086 -0.74005
C -1.76465 0.56254 -1.13925
C -0.04084 0.93042 0.72492
H 0.79766 -2.38052 0.91577
H -0.33641 -1.38631 1.82147
H 1.33240 -1.51033 2.36766
H 1.98914 0.19548 0.91355
H 2.03882 -0.76252 -1.25829
H 0.36486 -1.33522 -1.13264
H -0.48565 2.28304 -0.95605
H -1.90064 0.63427 -2.22271
H -2.61003 1.05695 -0.64823
H -1.79575 -0.49797 -0.86200
H -0.91183 0.63278 1.32179
H 0.37523 1.82476 1.20035
```

The charge is 0. Its HOMO-LUMO gap is 10.754 eV. The energy above the lowest of the compared OMol25 structures with the same formula, charge and spin comes out at 11.7 kcal/mol. As for the multiplicity: 1. As for the total energy: -311.04067 Ha. The SMILES is C[C@H]1CO[C@@H](C)C1. The calculation puts the HOMO energy at -9.672 eV.

---

# 2
One molecule with the formula C6H12O, computed with ωB97M-V/def2-TZVPD.

```
19
C6H12O, DFT ωB97M-V/def2-TZVPD
C -2.23567 -0.18137 0.79355
C -1.16656 0.79819 0.31520
C -0.31615 0.20640 -0.80316
C 0.97599 0.84838 -1.24072
C 1.00011 -0.57713 -0.82851
C 1.28418 -0.37137 1.62354
O 1.87584 -1.00907 0.22547
H -2.94138 -0.44590 -0.00500
H -2.81796 0.23656 1.62173
H -1.76639 -1.10464 1.14795
H -0.48678 1.04409 1.12956
H -1.64786 1.72387 -0.04397
H -0.93951 -0.14943 -1.62706
H 1.20347 1.06854 -2.27471
H 1.33458 1.57432 -0.51174
H 1.00986 -1.35019 -1.58462
H 2.20951 -0.34663 2.21720
H 0.74754 -1.29930 1.89586
H 2.75640 -0.62625 0.06194
```

The charge is 0. Its HOMO-LUMO gap is 7.714 eV. The energy above the lowest of the compared OMol25 structures with the same formula, charge and spin comes out at 131.6 kcal/mol. As for the multiplicity: 1. As for the total energy: -310.84951 Ha. The calculation puts the HOMO energy at -7.142 eV.

---

# 3
A 2-piece molecular cluster, C6H12O overall, computed with ωB97M-V/def2-TZVPD.

```
19
C6H12O, DFT ωB97M-V/def2-TZVPD
C 1.35291 1.95139 0.18668
C 1.14555 0.87502 0.94455
O 1.42597 -0.41678 0.65937
C 2.07581 -0.65133 -0.57069
H 1.05347 2.92089 0.56790
H 1.77725 1.91496 -0.81051
H 0.69200 0.94319 1.92938
H 3.05574 -0.15616 -0.59084
H 1.47397 -0.28771 -1.41408
H 2.20610 -1.73158 -0.65360
C -1.99592 0.77756 -0.08314
C -1.97677 -0.43100 0.46955
C -1.58951 -1.69363 -0.24219
H -1.71821 0.93180 -1.12459
H -2.26751 1.66409 0.48403
H -2.24630 -0.53567 1.52151
H -2.42871 -2.39931 -0.27947
H -1.27424 -1.48500 -1.27048
H -0.76158 -2.19072 0.27663
```

The charge is 0. Its HOMO-LUMO gap is 9.825 eV. The energy above the lowest of the compared OMol25 structures with the same formula, charge and spin comes out at 50.3 kcal/mol. As for the multiplicity: 1. As for the total energy: -310.97913 Ha. The SMILES is C=COC.C=CC. The calculation puts the HOMO energy at -8.793 eV.

---

# 4
One molecule with the formula C6H12O, computed with ωB97M-V/def2-TZVPD.

```
19
C6H12O, DFT ωB97M-V/def2-TZVPD
C 1.70888 1.39430 -1.51786
C 0.41538 0.71295 -1.07658
C 0.04712 -0.45361 -2.00797
C 0.62224 0.04507 0.26083
O -0.29779 0.48776 1.07716
C -0.44344 -0.28436 2.28704
C -1.65545 -1.16956 2.07793
H 1.60909 1.79227 -2.53376
H 1.96071 2.22546 -0.85022
H 2.53980 0.68090 -1.49991
H -0.41078 1.44028 -1.05217
H 0.83847 -1.21114 -1.99209
H -0.08532 -0.10348 -3.03731
H -0.88451 -0.93830 -1.69151
H 0.47472 -0.86246 2.41963
H -0.57286 0.42148 3.11225
H -1.53385 -1.70171 1.12825
H -2.56859 -0.56974 2.01826
H -1.76383 -1.90609 2.87802
```

The charge is 0. Its HOMO-LUMO gap is 9.455 eV. The energy above the lowest of the compared OMol25 structures with the same formula, charge and spin comes out at 64.4 kcal/mol. As for the multiplicity: 1. As for the total energy: -310.95669 Ha. The calculation puts the HOMO energy at -8.315 eV.

---

# 5
A 2-piece molecular cluster, C6H12O overall, computed with ωB97M-V/def2-TZVPD.

```
19
C6H12O, DFT ωB97M-V/def2-TZVPD
C -1.44631 -1.65229 -0.14845
C -0.14965 -1.83503 -0.38894
C 0.71565 -0.90911 -1.20053
C 1.99810 -0.50090 -0.47034
H -2.02467 -2.37399 0.42377
H -1.96627 -0.77097 -0.51824
H 0.34708 -2.72349 0.00792
H 0.13441 -0.02259 -1.47944
H 0.99007 -1.41560 -2.13689
H 2.65694 0.08095 -1.12392
H 1.77516 0.10684 0.41423
H 2.55702 -1.38150 -0.13175
C -0.52969 1.63471 1.48865
C -1.14993 2.25457 0.26757
O -1.63723 1.64090 -0.65346
H -0.52144 0.54453 1.40882
H 0.49043 2.01701 1.61683
H -1.09566 1.94073 2.37745
H -1.14402 3.36524 0.24671
```

The charge is 0. Its HOMO-LUMO gap is 10.454 eV. The energy above the lowest of the compared OMol25 structures with the same formula, charge and spin comes out at 31.0 kcal/mol. As for the multiplicity: 1. As for the total energy: -311.00989 Ha. The SMILES is C=CCC.CC=O. The calculation puts the HOMO energy at -9.415 eV.

---

# 6
One molecule with the formula C6H12O at a distorted geometry, computed with ωB97M-V/def2-TZVPD.

```
19
C6H12O, DFT ωB97M-V/def2-TZVPD
C -1.16056 0.43783 1.86178
C -1.73672 -0.33862 0.92661
C -0.99807 -1.31166 0.01718
C 0.55127 -1.15990 -0.11429
C 1.05764 -0.12953 -1.13680
C 0.63497 1.34612 -0.89638
O 1.57552 1.73723 0.16092
H -0.15568 0.78144 1.72326
H -1.72659 0.75134 2.73747
H -2.79393 -0.43317 1.10022
H -1.24206 -1.12576 -1.02689
H -1.18809 -2.47287 0.16999
H 0.97475 -2.08697 -0.54421
H 0.95259 -0.93203 0.89486
H 0.56775 -0.40813 -2.14372
H 2.14079 -0.35674 -1.17063
H -0.35495 1.41477 -0.45382
H 0.72300 2.00733 -1.74917
H 2.17839 2.27933 -0.35637
```

The charge is 0. Its HOMO-LUMO gap is 10.271 eV. The energy above the lowest of the compared OMol25 structures with the same formula, charge and spin comes out at 53.9 kcal/mol. As for the multiplicity: 1. As for the total energy: -310.97340 Ha. The SMILES is C=CCCCCO. The calculation puts the HOMO energy at -9.305 eV.

---

# 7
C6H12O as an isolated structure at a distorted geometry, computed with ωB97M-V/def2-TZVPD.

```
19
C6H12O, DFT ωB97M-V/def2-TZVPD
C -0.98498 -0.77216 -1.80718
C -1.12793 0.28767 -0.77400
O -1.91773 1.29406 -1.29138
C -1.05047 0.13820 0.56607
C -0.08221 -0.73050 1.29134
C 1.14552 0.15352 1.43471
C 1.91096 0.38662 0.17533
H -0.37451 -1.59804 -1.44909
H -0.56057 -0.35452 -2.71877
H -1.97767 -1.15443 -2.05223
H 0.92425 0.79229 -0.67215
H -2.00326 1.96610 -0.60266
H -1.57800 0.87811 1.16845
H 0.17939 -1.64409 0.74394
H -0.46466 -1.02721 2.27406
H 0.96058 1.05853 2.02279
H 2.24585 -0.51943 -0.33629
H 2.07970 -0.30588 1.83625
H 2.67572 1.15118 0.19081
```

The charge is 0. Its HOMO-LUMO gap is 9.308 eV. The energy above the lowest of the compared OMol25 structures with the same formula, charge and spin comes out at 55.1 kcal/mol. As for the multiplicity: 1. As for the total energy: -310.97153 Ha. The calculation puts the HOMO energy at -8.306 eV.

---

# 8
A 2-piece molecular cluster, C6H12O overall, computed with ωB97M-V/def2-TZVPD.

```
19
C6H12O, DFT ωB97M-V/def2-TZVPD
C 1.89572 1.10650 1.92851
C 1.09196 0.75065 0.67699
C 0.43862 -0.60383 0.79705
C 0.41236 -1.55662 -0.31223
O 1.31669 -1.72146 0.77318
H 2.38346 2.08197 1.83013
H 1.25564 1.14018 2.81869
H 2.67314 0.35479 2.09954
H 0.31038 1.50053 0.49211
H 1.74798 0.74169 -0.20312
H -0.35473 -0.67746 1.54705
H -0.38159 -2.30128 -0.38276
H 0.86781 -1.27427 -1.26347
C -1.86520 0.42151 -1.40792
C -2.68613 -0.27128 -2.19354
H -0.96109 0.88979 -1.79358
H -2.06247 0.54568 -0.34456
H -3.59382 -0.72931 -1.80624
H -2.48874 -0.39778 -3.25580
```

The charge is 0. Its HOMO-LUMO gap is 11.268 eV. The energy above the lowest of the compared OMol25 structures with the same formula, charge and spin comes out at 55.6 kcal/mol. As for the multiplicity: 1. As for the total energy: -310.97071 Ha. The SMILES is CC[C@H]1CO1.C=C. The calculation puts the HOMO energy at -10.190 eV.

---

# 9
A 2-piece molecular cluster, C6H12O overall, computed with ωB97M-V/def2-TZVPD.

```
19
C6H12O, DFT ωB97M-V/def2-TZVPD
C 0.03993 1.24942 2.64333
C 0.53524 0.82679 1.29276
C -0.24129 0.34087 0.33036
C 0.22636 -0.21654 -0.95908
C 1.20677 -1.11468 -1.04284
C 1.45522 -1.89965 -2.32423
H 0.68088 2.00536 3.10296
H -0.01098 0.37898 3.29298
H -0.93309 1.73567 2.56959
H 1.60348 0.78884 1.12214
H -1.31154 0.30788 0.48523
H -0.30714 0.08711 -1.85916
H 1.86899 -1.28155 -0.20126
H 1.73526 -1.19481 -3.11102
H 2.23944 -2.63963 -2.19869
H 0.53587 -2.41257 -2.60523
O -3.45683 1.18838 -0.25090
H -2.57465 1.50759 -0.46070
H -3.29191 0.34255 0.17377
```

The charge is 0. Its HOMO-LUMO gap is 9.770 eV. The energy above the lowest of the compared OMol25 structures with the same formula, charge and spin comes out at 39.2 kcal/mol. As for the multiplicity: 1. As for the total energy: -310.99681 Ha. The SMILES is C/C=C/C=C/C.O. The calculation puts the HOMO energy at -8.754 eV.

---

# 10
A 4-piece molecular cluster, C6H12O2 overall at a distorted geometry, computed with ωB97M-V/def2-TZVPD.

```
20
C6H12O2, DFT ωB97M-V/def2-TZVPD
C 2.17341 0.01360 -1.30318
C 0.16539 -0.21590 -0.31906
C -0.19434 -1.05909 -1.47309
C -0.67506 0.03764 0.63161
C -2.14354 -0.32080 0.94263
C -0.30166 0.65725 1.75864
H 3.27392 0.34097 -0.82542
H 2.17558 0.73128 -2.68578
H 2.41337 -1.41960 -1.37124
H -1.17262 -1.64272 -1.26749
H 0.68178 -1.76081 -1.70710
H -0.24815 -0.22619 -2.22983
H -2.27156 0.59464 1.56197
H -2.62332 -0.31719 -0.17171
H -2.24423 -1.43468 1.49979
H 0.74532 0.77068 1.44774
H -0.34946 -0.06352 2.44987
H 0.22900 2.68874 1.49734
O 1.25773 0.72073 -0.41638
O -0.89158 1.90494 1.98070
```

The charge is 0. Its HOMO-LUMO gap is 8.301 eV. The energy above the lowest of the compared OMol25 structures with the same formula, charge and spin comes out at 274.2 kcal/mol. As for the multiplicity: 1. As for the total energy: -385.88316 Ha. The calculation puts the HOMO energy at -8.504 eV.

---

# 11
One molecule with the formula C6H12O2 at a distorted geometry, computed with ωB97M-V/def2-TZVPD.

```
20
C6H12O2, DFT ωB97M-V/def2-TZVPD
C 1.29485 -1.48837 0.04648
C 1.88345 -0.07117 -0.21298
C 1.01485 1.25087 0.21772
O -0.27385 1.49156 -0.38098
C -1.52166 1.02692 0.22986
C -2.11874 -0.33121 -0.25261
O -1.43252 -1.56387 0.11074
C -0.13665 -1.04624 -0.00904
H 1.64834 -1.90837 0.99693
H 1.54415 -2.21052 -0.74618
H 1.97141 0.05415 -1.32302
H 2.92377 0.08286 0.18590
H 0.94219 1.27208 1.29890
H 1.56897 2.11455 -0.11337
H -1.45179 1.03293 1.31677
H -2.21772 1.78603 -0.10381
H -2.20887 -0.32882 -1.34097
H -3.12524 -0.41721 0.14557
H -0.15427 -0.41578 -0.85729
H -0.15068 -0.33038 0.79138
```

The charge is 0. Its HOMO-LUMO gap is 10.567 eV. The energy above the lowest of the compared OMol25 structures with the same formula, charge and spin comes out at 100.6 kcal/mol. As for the multiplicity: 1. As for the total energy: -386.15982 Ha. The SMILES is C1CCOCCOC1. The calculation puts the HOMO energy at -9.496 eV.

---

# 12
A 2-piece molecular cluster, C6H12O3 overall at a distorted geometry, computed with ωB97M-V/def2-TZVPD.

```
21
C6H12O3, DFT ωB97M-V/def2-TZVPD
C 1.79010 -2.34787 1.01945
C 1.19199 -1.13705 0.35461
O 0.81856 -1.37147 -0.94646
O 0.31791 -0.34464 1.12913
C 1.56817 0.24228 0.71669
O 1.52457 1.20440 -0.24755
H 2.69046 -2.64229 0.48496
H 2.02914 -2.12316 2.05469
H 1.07361 -3.16672 0.98429
H 0.79019 -0.52248 -1.41643
H 2.26026 0.44520 1.53128
H 0.59216 1.59108 -0.31373
C -1.14839 2.28916 -0.88359
C -1.81549 1.41442 -0.13296
C -2.35287 0.11642 -0.61964
H -0.86012 3.25842 -0.50503
H -1.04593 2.14633 -1.94941
H -1.94404 1.59900 0.92622
H -2.18623 -0.01052 -1.68684
H -3.42216 0.06001 -0.41641
H -1.87188 -0.70053 -0.08328
```

The charge is 0. Its HOMO-LUMO gap is 10.646 eV. The energy above the lowest of the compared OMol25 structures with the same formula, charge and spin comes out at 56.3 kcal/mol. As for the multiplicity: 1. As for the total energy: -461.47628 Ha. The SMILES is C[C@@]1(O)O[C@@H]1O.C=CC. The calculation puts the HOMO energy at -9.681 eV.

---

Among the records above, which one has the lowest HOMO energy?
number 8

---

What is the formula in the sixth record?
C6H12O